{
  "formula": "C28H22InO3P2S4",
  "method": "ωB97M-V/def2-TZVPD",
  "symbols": ["In", "O", "C", "S", "C", "C", "S", "S", "S", "O", "P", "C", "P", "O", "C", "C", "C", "C", "C", "C", "C", "C", "C", "C", "C", "C", "C", "C", "C", "C", "C", "C", "C", "C", "C", "C", "C", "C", "H", "H", "H", "H", "H", "H", "H", "H", "H", "H", "H", "H", "H", "H", "H", "H", "H", "H", "H", "H", "H", "H"],
  "positions_angstrom": [[11.894, 10.353, 10.063], [12.847, 4.036, 7.725], [12.658, 5.180, 8.052], [13.909, 6.453, 8.314], [12.870, 7.757, 8.842], [11.552, 7.521, 8.918], [10.339, 8.654, 9.496], [11.002, 5.902, 8.414], [13.814, 9.145, 9.356], [11.605, 10.928, 12.220], [10.915, 12.085, 12.919], [11.378, 13.671, 12.147], [11.210, 13.687, 10.290], [11.438, 12.295, 9.658], [12.404, 14.818, 9.677], [12.811, 16.040, 10.338], [13.847, 16.819, 9.755], [14.425, 16.351, 8.536], [14.127, 15.116, 8.016], [13.037, 14.370, 8.504], [9.556, 14.181, 9.926], [9.049, 15.472, 10.096], [7.711, 15.694, 10.022], [6.862, 14.699, 9.603], [7.400, 13.444, 9.229], [8.703, 13.191, 9.486], [11.336, 12.289, 14.695], [11.727, 11.228, 15.475], [12.080, 11.458, 16.804], [11.980, 12.718, 17.350], [11.524, 13.794, 16.582], [11.240, 13.599, 15.260], [9.132, 11.963, 12.705], [8.313, 12.936, 13.158], [6.960, 12.867, 13.065], [6.387, 11.796, 12.394], [7.195, 10.808, 11.851], [8.576, 10.919, 11.961], [12.412, 13.849, 12.348], [10.720, 14.488, 12.438], [12.345, 16.285, 11.278], [14.202, 17.705, 10.317], [15.220, 16.826, 8.086], [14.732, 14.718, 7.236], [12.804, 13.336, 8.043], [9.820, 16.273, 10.419], [7.289, 16.645, 10.242], [5.764, 14.935, 9.490], [6.727, 12.670, 8.903], [9.074, 12.192, 9.338], [11.755, 10.221, 15.084], [12.285, 10.589, 17.398], [12.272, 12.886, 18.386], [11.255, 14.785, 16.938], [10.991, 14.500, 14.706], [8.701, 13.759, 13.761], [6.365, 13.668, 13.460], [5.285, 11.658, 12.334], [6.822, 9.903, 11.316], [9.160, 10.239, 11.391]],
  "forces_ev_per_angstrom": [[0.139, -0.653, 0.780], [-0.195, 1.652, 0.342], [-0.443, -0.049, 0.265], [0.060, -0.756, -0.333], [0.026, -0.559, 0.098], [0.208, -0.412, -0.282], [-0.640, -0.168, -0.074], [0.626, 0.086, -0.020], [0.166, 0.548, 0.072], [0.249, 0.036, -0.175], [-0.303, 0.102, 0.362], [-0.650, -0.462, -1.443], [-0.086, -0.975, 0.628], [-0.143, 1.281, 0.354], [0.993, 1.099, -0.263], [0.803, -0.983, -1.804], [-1.037, -0.979, 0.154], [-1.116, -0.579, 2.373], [-1.571, -0.337, 0.331], [0.679, -1.064, -0.113], [-0.376, 0.491, -0.220], [3.287, 0.753, 1.418], [-0.740, 0.410, -0.242], [-1.061, -0.882, -1.022], [-2.210, 1.319, 0.814], [0.789, -1.006, -0.223], [-0.279, 1.424, -1.254], [0.051, -0.091, 0.250], [-0.587, -0.224, -0.382], [0.119, 0.605, 0.596], [-0.310, -0.135, 0.095], [0.129, -0.919, -0.795], [1.188, -1.312, -1.257], [0.158, 1.743, 1.997], [-1.101, -0.220, -0.855], [-1.319, -0.733, 0.133], [0.261, -0.719, -0.546], [-0.448, 0.428, 0.188], [0.729, 0.368, 0.390], [0.157, 0.083, 0.417], [0.071, 0.296, 0.165], [-0.227, -0.552, -0.801], [1.578, 1.419, -0.653], [0.172, -0.138, -0.661], [0.283, 2.021, 0.862], [-1.649, -1.076, -0.615], [-0.063, 0.716, 0.169], [1.379, -0.491, 0.156], [0.007, -0.186, -0.211], [0.119, -0.186, -0.139], [0.044, -0.039, -0.133], [0.460, -0.056, 0.370], [-0.226, -0.111, -0.167], [0.645, -0.207, 0.557], [-0.214, -0.410, -0.285], [0.164, -0.050, -0.199], [-0.294, 0.102, 0.170], [0.921, 0.364, 0.044], [-0.009, 1.073, 0.481], [0.639, -0.700, 0.138]],
  "lowdin_charge": [0.490, -0.020, -0.925, 0.957, -1.150, -1.106, 0.590, 0.945, 0.590, -0.386, 0.817, -0.263, 0.837, -0.424, -0.289, -0.054, -0.026, -0.047, -0.058, -0.049, -0.288, -0.066, -0.090, -0.038, -0.047, -0.095, -0.249, -0.061, -0.056, -0.048, -0.069, -0.093, -0.281, -0.110, -0.061, -0.054, -0.054, -0.072, 0.078, 0.069, 0.092, 0.121, 0.087, 0.108, 0.144, 0.141, 0.108, 0.138, 0.116, 0.104, 0.119, 0.112, 0.119, 0.117, 0.098, 0.116, 0.115, 0.129, 0.136, 0.034],
  "fmax_ev_per_a": 3.66,
  "charge": 1,
  "energy_ev": -102625.4478,
  "e_above_lowest_ev": 0.000
}

---

{
  "formula": "C5H11N",
  "method": "ωB97M-V/def2-TZVPD",
  "symbols": ["C", "C", "C", "C", "C", "N", "H", "H", "H", "H", "H", "H", "H", "H", "H", "H", "H"],
  "positions_angstrom": [[-0.170, -1.154, 1.791], [-0.465, -0.136, 0.732], [-0.811, -0.660, -0.679], [-0.290, 0.435, -1.592], [1.025, 0.879, -0.868], [0.638, 0.834, 0.516], [-0.923, -1.933, 1.919], [0.077, -0.769, 2.782], [0.722, -1.770, 1.589], [-1.338, 0.447, 1.036], [-0.349, -1.607, -0.952], [-1.891, -0.725, -0.801], [-0.117, 0.062, -2.601], [-0.913, 1.325, -1.668], [1.214, 1.854, -1.321], [1.848, 0.228, -1.188], [1.430, 0.670, 1.122]],
  "forces_ev_per_angstrom": [[1.046, -1.442, 0.517], [-0.183, 0.464, -0.569], [-0.502, 0.582, 0.149], [1.194, -0.062, 0.074], [-1.167, -0.333, -1.992], [0.451, 0.066, 0.466], [-0.475, 0.384, -0.053], [-0.432, 0.493, -0.027], [0.019, 0.332, -0.543], [-0.047, -0.003, 0.240], [0.098, -0.135, 0.250], [-0.082, -0.439, 0.128], [0.098, 0.117, -0.037], [-0.382, -0.200, 0.177], [0.439, 0.378, 0.758], [0.048, -0.144, 0.376], [-0.121, -0.058, 0.087]],
  "lowdin_charge": [-0.079, -0.395, -0.161, -0.187, -0.238, -0.032, 0.076, 0.073, 0.081, 0.127, 0.112, 0.107, 0.103, 0.106, 0.099, 0.107, 0.100],
  "fmax_ev_per_a": 2.33,
  "charge": 0,
  "energy_ev": -6853.1198,
  "e_above_lowest_ev": 0.409,
  "smiles": "C[C@@H]1CCCN1"
}

---

{
  "formula": "C40H23CaF15GeN3O6PS2",
  "method": "ωB97M-V/def2-TZVPD",
  "symbols": ["Ca", "O", "C", "N", "C", "C", "C", "C", "C", "C", "N", "C", "C", "C", "C", "C", "N", "H", "H", "H", "H", "H", "H", "H", "H", "H", "H", "O", "C", "O", "C", "C", "C", "C", "C", "C", "S", "H", "H", "H", "H", "C", "O", "P", "O", "C", "O", "C", "H", "H", "H", "H", "H", "H", "H", "H", "H", "F", "C", "C", "C", "F", "C", "F", "C", "F", "C", "F", "Ge", "S", "C", "C", "F", "C", "F", "C", "F", "C", "F", "C", "F", "C", "C", "F", "C", "F", "C", "F", "C", "F", "C", "F"],
  "positions_angstrom": [[0.398, 0.283, 0.504], [-2.795, -0.293, -2.493], [-2.142, -0.106, -1.447], [-1.120, -0.774, -0.964], [-0.644, -1.886, -1.740], [0.354, -2.717, -0.956], [0.834, -3.905, -1.513], [1.718, -4.682, -0.791], [2.108, -4.254, 0.472], [1.612, -3.050, 0.934], [0.754, -2.305, 0.243], [-2.609, 1.034, -0.524], [-3.815, 1.673, -0.782], [-4.223, 2.682, 0.074], [-3.423, 3.025, 1.150], [-2.229, 2.339, 1.329], [-1.846, 1.367, 0.515], [-0.163, -1.564, -2.675], [-1.472, -2.543, -2.046], [0.510, -4.189, -2.506], [2.108, -5.605, -1.204], [2.794, -4.824, 1.083], [1.924, -2.618, 1.881], [-4.383, 1.360, -1.645], [-5.158, 3.205, -0.101], [-3.699, 3.815, 1.835], [-1.537, 2.569, 2.132], [2.458, -0.373, 2.755], [1.692, 0.589, 2.901], [0.428, 0.522, 2.722], [2.244, 1.950, 3.235], [2.832, 2.123, 4.478], [3.358, 3.344, 4.872], [3.306, 4.402, 3.973], [2.743, 4.228, 2.724], [2.193, 3.008, 2.305], [1.564, 2.893, 0.660], [2.881, 1.269, 5.146], [3.810, 3.465, 5.848], [3.718, 5.370, 4.240], [2.729, 5.051, 2.018], [-2.590, 2.753, -4.037], [-1.332, 3.406, -3.884], [-0.519, 3.033, -2.498], [-1.071, 4.133, -1.457], [-0.505, 5.413, -1.217], [0.875, 3.756, -2.898], [1.903, 2.977, -3.502], [-2.820, 2.736, -5.103], [-3.372, 3.313, -3.516], [-2.572, 1.729, -3.652], [-1.165, 5.918, -0.511], [-0.440, 5.993, -2.140], [0.483, 5.298, -0.768], [2.858, 3.387, -3.173], [1.821, 3.045, -4.590], [1.862, 1.935, -3.184], [7.677, -1.015, -1.838], [7.284, -0.276, -0.777], [5.942, 0.013, -0.603], [5.622, 0.766, 0.511], [4.374, 1.078, 0.792], [6.594, 1.228, 1.400], [6.252, 1.954, 2.461], [7.924, 0.921, 1.178], [8.868, 1.354, 2.021], [8.281, 0.156, 0.077], [9.570, -0.145, -0.142], [4.630, -0.753, -1.877], [2.595, -0.273, -1.767], [5.272, -0.265, -3.704], [6.135, 0.767, -4.010], [6.797, 1.434, -3.048], [6.379, 1.201, -5.307], [7.233, 2.204, -5.547], [5.727, 0.586, -6.361], [5.950, 0.981, -7.618], [4.840, -0.447, -6.099], [4.205, -1.047, -7.113], [4.628, -0.841, -4.788], [3.749, -1.832, -4.605], [5.091, -2.675, -1.570], [4.855, -3.163, -0.297], [4.348, -2.365, 0.644], [5.120, -4.473, 0.077], [4.871, -4.900, 1.319], [5.636, -5.352, -0.861], [5.890, -6.623, -0.530], [5.896, -4.902, -2.146], [6.420, -5.739, -3.051], [5.627, -3.579, -2.468], [5.964, -3.209, -3.716]],
  "forces_ev_per_angstrom": [[0.515, -0.120, -0.089], [-0.003, -0.101, -0.109], [-0.278, 0.152, 0.287], [0.124, 0.158, -0.094], [-0.130, -0.104, 0.044], [-0.140, -0.201, -0.304], [-0.001, 0.035, 0.074], [-0.084, 0.090, -0.006], [-0.212, -0.121, 0.108], [0.078, 0.018, 0.240], [-0.241, 0.367, -0.153], [-0.110, -0.254, -0.276], [0.106, 0.003, 0.028], [-0.114, 0.035, -0.069], [0.175, -0.020, 0.122], [-0.059, 0.212, 0.079], [0.166, -0.221, -0.190], [0.035, 0.000, 0.050], [0.055, 0.029, -0.007], [-0.004, -0.029, -0.032], [0.001, -0.037, -0.027], [-0.243, 0.042, -0.062], [0.024, -0.068, -0.010], [-0.024, 0.001, -0.018], [0.017, -0.019, -0.001], [-0.017, 0.008, -0.004], [-0.030, 0.030, 0.004], [0.228, -0.033, 0.027], [-0.187, -0.125, -0.115], [-0.185, 0.157, 0.234], [0.039, -0.025, -0.065], [0.059, -0.003, 0.142], [0.003, 0.029, -0.006], [0.057, 0.031, 0.119], [-0.016, 0.126, -0.126], [-0.048, -0.049, -0.128], [-0.028, -0.095, 0.244], [0.003, -0.001, -0.006], [0.008, -0.006, 0.022], [0.010, 0.009, 0.020], [-0.007, 0.011, -0.005], [-0.051, 0.017, -0.068], [-0.025, 0.068, -0.023], [0.278, -0.193, 0.052], [-0.244, -0.060, 0.085], [0.067, 0.058, 0.006], [-0.049, 0.156, 0.056], [0.078, -0.012, 0.026], [-0.004, -0.018, 0.016], [-0.020, 0.000, 0.003], [-0.007, 0.005, -0.015], [0.003, -0.005, -0.022], [0.020, 0.017, 0.010], [-0.019, 0.019, -0.031], [-0.032, -0.002, -0.033], [0.025, -0.028, 0.000], [-0.014, -0.017, -0.023], [-0.023, -0.013, -0.002], [0.204, -0.001, 0.039], [0.275, -0.039, -0.017], [0.018, 0.125, 0.245], [-0.094, 0.037, -0.057], [-0.011, -0.103, -0.134], [0.030, 0.017, 0.027], [-0.114, -0.060, -0.113], [0.024, 0.013, 0.024], [-0.260, 0.047, 0.028], [0.048, -0.005, -0.001], [-0.159, 0.119, 0.077], [-0.135, -0.019, -0.016], [-0.106, 0.024, -0.063], [0.171, 0.171, -0.098], [-0.047, -0.030, 0.020], [-0.153, -0.195, -0.023], [0.025, 0.028, -0.022], [-0.026, -0.059, 0.215], [0.013, 0.022, -0.043], [0.134, 0.111, 0.169], [-0.015, -0.012, -0.045], [-0.041, -0.028, -0.237], [0.019, -0.037, 0.056], [0.035, -0.151, -0.070], [0.002, -0.205, 0.116], [0.204, 0.144, -0.009], [0.179, 0.086, -0.369], [0.292, -0.097, 0.164], [-0.043, 0.246, -0.066], [0.004, -0.049, 0.016], [-0.119, 0.127, 0.238], [0.020, -0.046, -0.020], [0.134, -0.137, -0.005], [-0.038, 0.054, -0.005]],
  "lowdin_charge": [1.116, -0.050, -0.561, -0.092, -0.216, -0.303, -0.033, -0.071, -0.086, -0.124, 0.047, -0.216, -0.028, -0.079, -0.071, -0.126, 0.031, 0.114, 0.121, 0.110, 0.101, 0.091, 0.102, 0.106, 0.096, 0.093, 0.110, 0.001, -0.723, -0.215, -0.181, -0.058, -0.131, -0.135, -0.155, -0.639, 0.497, 0.109, 0.078, 0.083, 0.079, -0.163, -0.341, 0.847, -0.371, -0.144, -0.365, -0.150, 0.073, 0.073, 0.047, 0.078, 0.077, 0.045, 0.084, 0.077, -0.005, 0.079, -0.236, -0.123, -0.217, 0.104, -0.131, 0.129, -0.136, 0.109, -0.147, 0.096, 0.578, 0.252, -0.127, -0.211, 0.093, -0.144, 0.104, -0.139, 0.109, -0.140, 0.108, -0.251, 0.081, -0.103, -0.242, 0.103, -0.165, 0.098, -0.137, 0.108, -0.143, 0.101, -0.209, 0.091],
  "fmax_ev_per_a": 0.54,
  "charge": -2,
  "energy_ev": -205292.1109,
  "e_above_lowest_ev": 0.741
}

---

Number 1: HOMO level -0.3650 Ha. Number 2: HOMO level -0.3134 Ha. Number 3: HOMO level -0.0672 Ha.